Record 1
ORCA calculation (the ωB97M-V functional and the def2-TZVPD basis) on 2 unconnected molecules or ions with the total composition C20H26ClF2N2O7S2.

```
! wB97M-V def2-TZVPD RIJCOSX def2/J DEFGRID3
* xyz -1 1
C 3.91476 -1.84405 1.73538
C 3.57920 -2.60123 0.49067
C 4.07517 -2.22774 -1.02773
C 3.42555 -0.79338 -1.58052
C 4.50870 0.44772 -1.83441
C 3.96750 1.91084 -2.34640
C 2.35508 2.05914 -2.63283
C 1.24099 0.86582 -2.39982
C -0.32599 1.24003 -2.70014
C -1.17025 0.10267 -3.52538
C -2.51621 -0.22805 -2.58915
C -3.09666 -1.74696 -2.79698
C -3.96215 -2.09420 -1.40842
C -4.86272 -0.80846 -0.88370
C -4.21231 -0.00219 0.38665
C -5.30992 0.97440 1.18578
O -5.22914 2.38702 0.69086
C -4.11707 3.10472 1.33305
C 1.81046 -0.57666 -1.84668
Cl 0.66467 -1.98807 -1.48800
C 2.21314 3.60528 -3.15834
O 1.23223 4.26708 -3.77727
N 3.54188 4.26363 -2.85719
C 4.72938 3.33056 -2.64872
O 6.01670 3.68279 -2.67528
H 4.50854 -0.84003 1.62884
H 3.59505 -2.29726 2.78468
H 2.92752 -3.58627 0.63483
H 5.24364 -2.24382 -1.18075
H 3.64404 -3.06863 -1.74069
H 5.67618 0.34078 -1.66560
H -0.33968 2.22055 -3.38006
H -0.81072 1.56156 -1.67791
H -0.56748 -0.86291 -3.79892
H -1.59351 0.53279 -4.55484
H -3.35609 0.57410 -2.78152
H -2.10864 -0.18112 -1.46802
H -2.22592 -2.54771 -2.81712
H -3.72552 -1.90881 -3.77624
H -3.24517 -2.37835 -0.50040
H -4.71486 -2.98055 -1.57170
H -5.18161 -0.08023 -1.77334
H -5.89163 -1.27293 -0.49815
H -3.32589 0.73673 0.08945
H -3.71866 -0.76514 1.15992
H -4.96698 1.04173 2.32651
H -6.39523 0.53838 1.07009
H -3.59669 3.80328 0.51810
H -3.25486 2.39997 1.72899
H -4.42718 3.80973 2.21408
H 3.73537 5.20052 -3.27363
N 3.20574 -1.79346 7.22554
S 3.02914 -1.65947 5.67057
O 2.53188 -0.38777 5.15697
O 2.62772 -2.84926 4.92912
F 4.56880 -1.56015 5.23675
S 1.81732 -1.83865 7.96162
O 1.90950 -1.63300 9.40656
O 0.85885 -2.86314 7.56512
F 1.09402 -0.49210 7.50574
*
```

gap between HOMO and LUMO	0.2552	hartree


Record 2
ORCA calculation (the ωB97M-V functional and the def2-TZVPD basis) on 8 unconnected molecules or ions with the total composition C20H26F6O20.

```
! wB97M-V def2-TZVPD RIJCOSX def2/J DEFGRID3
* xyz 0 1
O -4.42243 -2.99027 -3.01965
C -4.28549 -2.26356 -2.04003
O -3.46451 -2.49803 -0.96695
C -3.67919 -1.50219 0.01074
C -4.36682 -0.36400 -0.77891
F -3.40434 0.45001 -1.16176
O -4.84181 -1.06314 -1.90460
H -4.37600 -1.84283 0.77658
H -2.77062 -1.25397 0.55937
H -5.10492 0.28939 -0.31373
O -3.26929 -0.71941 2.83356
C -3.03576 0.36847 3.30815
O -1.77482 0.77922 3.49605
C -1.88340 2.15140 3.74710
C -3.18238 2.21410 4.54974
F -3.80667 3.40544 4.55362
O -3.88750 1.21602 3.82311
H -1.00411 2.57698 4.23067
H -2.04459 2.63502 2.78365
H -3.01701 1.88719 5.57632
O -1.69834 -4.32989 -2.62618
C -0.67456 -3.69894 -2.82589
O 0.12601 -3.98228 -3.94147
C 1.24669 -3.13697 -3.82590
C 0.99253 -2.14656 -2.74965
F 0.53734 -1.01587 -3.27806
O -0.11753 -2.70455 -2.04399
H 2.08114 -3.79226 -3.57612
H 1.51707 -2.72249 -4.79708
H 1.90054 -1.99579 -2.16580
O 2.38890 -3.84659 2.78923
C 1.25791 -3.39295 2.96767
O 1.01005 -2.21056 3.52292
C -0.34074 -1.83099 3.22635
C -0.95745 -3.20880 3.19001
F -1.96093 -3.41821 2.27766
O 0.09658 -4.00966 2.75827
H -0.71218 -1.24425 4.06651
H -0.46934 -1.35369 2.25488
H -1.30365 -3.41248 4.20330
O 3.52183 5.12472 -1.12710
C 3.20090 4.17591 -1.88926
O 3.35391 4.21670 -3.18848
C 3.29118 2.82354 -3.67203
C 2.18074 2.35416 -2.79566
F 2.29545 1.00744 -2.71620
O 2.52048 3.00657 -1.52769
H 3.05486 2.81650 -4.73608
H 4.23730 2.29180 -3.57098
H 1.24711 2.64315 -3.27828
O 6.82697 -0.03424 -0.92956
C 5.80059 0.05640 -0.27012
O 4.99578 1.04908 -0.34802
C 3.95060 0.93342 0.56221
C 3.93898 -0.57745 0.73444
F 3.09001 -1.10420 -0.14433
O 5.27995 -0.87388 0.45847
H 4.21599 1.45478 1.48190
H 2.98223 1.28677 0.20795
H 3.67960 -0.89504 1.74437
C -1.50838 3.44242 -0.83828
O -1.84105 2.72649 0.34505
H -1.34214 4.49433 -0.60601
H -0.56793 3.03939 -1.21410
H -2.20250 3.28818 -1.66442
H -2.79258 2.81139 0.43980
C 0.01365 0.13088 -0.36496
O -0.30527 0.75722 0.85663
H -0.84009 -0.29837 -0.88935
H 0.44603 0.90812 -0.99508
H 0.77484 -0.62863 -0.18656
H -0.79722 1.55042 0.63207
*
```

SMILES	O=C1OC[C@@H](F)O1.O=C1OC[C@@H](F)O1.O=C1OC[C@@H](F)O1.O=C1OC[C@@H](F)O1.O=C1OC[C@@H](F)O1.O=C1OC[C@@H](F)O1.CO.CO
gap between HOMO and LUMO	0.3768	hartree


Record 3
ORCA calculation (the ωB97M-V functional and the def2-TZVPD basis) on a single C20H26FN5O3 molecule.

```
! wB97M-V def2-TZVPD RIJCOSX def2/J DEFGRID3
* xyz 0 1
C -0.16865 2.16349 2.64479
C -0.34744 1.25902 1.43386
C -0.00924 -0.18001 1.80494
N -0.33871 -1.07143 0.69885
C -1.42017 -1.88214 0.79738
O -2.08673 -1.99696 1.81309
C -1.81513 -2.62993 -0.44401
N -1.48849 -3.89597 -0.61544
N -2.04085 -4.22812 -1.79118
C -2.70027 -3.20860 -2.37385
C -2.58024 -2.12985 -1.52697
C -3.06676 -0.75775 -1.70720
C -3.05014 -0.13880 -2.95436
C -3.45812 1.18117 -3.05923
N -3.86644 1.91403 -2.02562
C -3.89383 1.31298 -0.83780
C -3.51532 -0.00352 -0.62537
C 0.40776 -0.81272 -0.52207
C 0.27414 0.65325 -0.94365
C 0.40377 1.71583 0.16170
N 1.75853 2.28705 0.40698
C 1.69291 3.74662 0.55500
C 2.93316 1.91100 -0.20858
O 3.68325 2.73300 -0.70366
C 3.40676 0.46675 -0.22585
O 3.06239 -0.23355 0.94440
C 3.70226 -1.49150 1.00286
C 3.21541 -2.24700 2.20735
F 3.64652 -1.62749 3.37176
H 0.88568 2.26717 2.90672
H -0.58638 3.15650 2.47680
H -0.68727 1.73369 3.50306
H -1.40772 1.26275 1.15237
H 1.05351 -0.26282 2.03106
H -0.58718 -0.49598 2.66942
H -1.95028 -5.17194 -2.12228
H -3.21527 -3.32314 -3.31296
H -2.69440 -0.66778 -3.82954
H -3.44342 1.67967 -4.02234
H -4.24022 1.91676 -0.00575
H -3.57398 -0.43600 0.36556
H 1.44315 -1.08874 -0.34491
H 0.03151 -1.44926 -1.31978
H 0.96117 0.87290 -1.76454
H -0.73318 0.77745 -1.34914
H -0.15169 2.57466 -0.22721
H 2.61517 4.11419 0.99585
H 1.55881 4.23901 -0.41227
H 0.86119 3.99891 1.20303
H 3.02451 -0.04492 -1.12095
H 4.49250 0.53487 -0.33375
H 3.47269 -2.08585 0.10530
H 4.78992 -1.36090 1.05253
H 2.12473 -2.28773 2.23062
H 3.61613 -3.26235 2.19497
*
```

SMILES	C[C@@H]1CN(C(=O)c2n[nH]cc2-c2ccncc2)CC[C@@H]1N(C)C(=O)COCCF
gap between HOMO and LUMO	0.3545	hartree


Record 4
ORCA calculation (the ωB97M-V functional and the def2-TZVPD basis) on a molecular structure, C20H26N2NiO2Si.

```
! wB97M-V def2-TZVPD RIJCOSX def2/J DEFGRID3
* xyz 0 3
C -0.19878 -3.01579 2.47110
C -1.27333 -2.17763 2.00892
C -1.27102 -2.22318 0.56306
H -1.96852 -1.62428 2.63174
C -0.24494 -3.13464 0.16026
C 0.40585 -3.62297 1.32379
H 1.17814 -4.39117 1.34728
H 0.02392 -3.24587 3.51404
H -2.00100 -1.76074 -0.08898
H -0.06402 -3.47678 -0.86590
Ni 0.46584 -1.48450 1.33771
C 1.20369 0.41238 -0.24318
H 0.75308 -0.49235 -0.74578
H 2.27592 0.13785 -0.18107
H 0.81992 0.39797 0.83362
Si -1.13444 1.24042 -0.80308
C -1.60377 2.97929 -0.34183
C -2.91788 3.03673 0.17507
H -3.49187 2.11389 0.27429
C -3.48390 4.26309 0.53509
H -4.50912 4.28634 0.92093
C -2.74083 5.44438 0.37903
H -3.18518 6.39527 0.66906
C -1.42947 5.40197 -0.12427
H -0.85840 6.33627 -0.24734
C -0.85331 4.17167 -0.48816
H 0.15960 4.14422 -0.90091
C -1.28024 1.02732 -2.63579
C -2.13291 1.89190 -3.35346
H -2.43696 2.84801 -2.91858
C -2.63019 1.50413 -4.60115
H -3.35888 2.13507 -5.11394
C -2.21095 0.29839 -5.17891
H -2.64878 -0.03943 -6.11947
C -1.22022 -0.46839 -4.55125
H -0.85046 -1.38364 -5.02601
C -0.71277 -0.08003 -3.30871
H 0.09754 -0.64794 -2.84048
H -1.91212 0.23906 0.01403
H 1.31608 1.33772 -0.75440
C 5.01971 -3.70583 3.25389
O 5.04507 -3.03500 1.97424
C 4.03071 -2.20960 1.68566
O 3.91968 -1.59056 0.65236
N 3.05856 -2.15803 2.67699
N 2.07142 -1.09815 2.39635
H 5.23553 -3.01042 4.07343
H 5.82808 -4.42794 3.18044
H 4.06798 -4.22322 3.44224
H 3.38060 -2.13985 3.64289
H 1.64559 -0.85088 3.29766
H 2.62174 -0.32452 1.99749
*
```

gap between HOMO and LUMO (alpha / beta)	0.2022 / 0.2475	hartree
⟨S²⟩	2.01


Record 5
ORCA calculation (the ωB97M-V functional and the def2-TZVPD basis) on a single C20H26N2O4 molecule.

```
! wB97M-V def2-TZVPD RIJCOSX def2/J DEFGRID3
* xyz 0 1
C -1.05290 -3.35614 -3.69206
O -1.96640 -3.89258 -2.50341
C -1.62673 -3.44639 -1.29269
C -0.78116 -2.34257 -0.92378
C -0.93062 -1.79999 0.21471
C 0.12241 -0.66641 0.51704
C 0.70526 0.07999 -0.54939
O 1.41718 -0.41437 -1.42035
N 0.38831 1.55367 -0.42773
C 1.22857 2.36245 -0.93680
C 2.68945 2.55120 -0.85993
C 2.93892 2.94721 0.79847
C 2.84620 4.54542 0.84968
C 1.75569 5.37755 0.14522
C 0.50923 4.55710 -0.04684
C 0.44662 3.68907 -1.15087
C -0.05430 -0.28018 1.90457
N -0.48504 -1.08305 2.86329
C -0.46470 -0.76217 4.40639
C -1.31458 -2.18399 2.72539
O -2.03889 -2.80941 3.47105
C -1.54680 -2.48806 1.23822
C -2.26812 -3.74227 0.98593
C -2.29331 -4.12648 -0.54619
O -3.16151 -5.14450 -0.57713
C -3.40687 -5.92847 -1.54266
H -1.53901 -2.38201 -3.83060
H -1.39477 -3.97242 -4.70091
H -0.07956 -3.29343 -3.47904
H -0.48580 -1.79748 -1.88741
H -0.01174 1.73697 0.48498
H 1.17784 1.76376 -2.05650
H 3.33424 3.28612 -1.32031
H 3.19314 1.72231 -0.88255
H 2.18361 2.61972 1.41647
H 3.88068 2.65789 1.27714
H 3.97048 4.78115 0.81218
H 2.98479 4.73828 1.97953
H 2.28104 5.47727 -0.91502
H 1.86227 6.33448 0.47516
H -0.29541 5.37816 -0.00818
H 0.50672 3.93094 0.91252
H 0.80770 4.17075 -2.29824
H -0.77024 3.43712 -1.41904
H 0.59329 0.37618 2.34396
H -1.07536 -1.28396 4.80165
H 0.74287 -0.55432 4.48634
H -0.85847 0.38937 4.35107
H -2.72479 -4.30706 1.89694
H -3.74537 -5.36315 -2.54386
H -2.42995 -6.22698 -2.10329
H -3.76409 -6.81629 -1.44314
*
```

SMILES	COc1cc2c(C(=O)NC3CCCCCC3)cn(C)c(=O)c2cc1OC
gap between HOMO and LUMO	0.2858	hartree


Record 6
ORCA calculation (the ωB97M-V functional and the def2-TZVPD basis) on a single C20H26N2O4 molecule.

```
! wB97M-V def2-TZVPD RIJCOSX def2/J DEFGRID3
* xyz 0 1
C 6.24661 2.59779 0.48347
O 5.89448 1.24180 0.52759
C 4.63276 0.87697 0.08616
C 3.67560 1.79760 -0.32248
C 2.41484 1.41015 -0.72764
C 2.05592 0.06225 -0.74463
N 0.81477 -0.30063 -1.20846
C 0.20527 -1.58298 -0.96144
C -0.07941 -1.83775 0.53751
C -1.27633 -2.77141 0.69337
C -2.54769 -2.06644 0.19298
N -2.21755 -1.16773 -0.89303
C -2.54800 0.14802 -0.95135
O -1.89420 0.93869 -1.62658
C -3.74849 0.58982 -0.23717
O -4.70960 -0.29727 0.15288
C -5.71440 0.40712 0.70425
C -6.90007 -0.33300 1.20894
C -5.41953 1.73901 0.68525
C -4.15108 1.87241 0.06710
C -3.42198 3.14414 -0.17183
C -1.12945 -1.63764 -1.72452
C 3.01823 -0.86287 -0.34869
C 4.29166 -0.48415 0.06000
O 5.07957 -1.54289 0.42696
C 6.46900 -1.38559 0.59318
H 5.61723 3.20426 1.14439
H 7.27751 2.64192 0.83412
H 6.19529 2.99924 -0.53469
H 3.90760 2.85060 -0.31810
H 1.69774 2.15593 -1.03619
H 0.15028 0.45685 -1.31273
H 0.86925 -2.36436 -1.35057
H -0.29972 -0.88172 1.01948
H 0.80169 -2.25564 1.02269
H -1.09436 -3.68738 0.12892
H -1.41068 -3.04898 1.73940
H -2.98336 -1.49080 1.00938
H -3.29059 -2.80100 -0.14102
H -6.60870 -1.02745 1.99634
H -7.62962 0.36747 1.60311
H -7.35477 -0.91064 0.40527
H -6.03148 2.53551 1.05689
H -3.12647 3.59206 0.77687
H -2.53899 2.95697 -0.77422
H -4.06735 3.85089 -0.69048
H -1.07203 -1.00408 -2.61078
H -1.36115 -2.66016 -2.03113
H 2.81451 -1.92076 -0.35088
H 6.93274 -0.94024 -0.29021
H 6.85540 -2.39573 0.73415
H 6.70909 -0.77819 1.46821
*
```

SMILES	COc1ccc(N[C@H]2CCCN(C(=O)c3oc(C)cc3C)C2)cc1OC
gap between HOMO and LUMO	0.2808	hartree


Record 7
ORCA calculation (the ωB97M-V functional and the def2-TZVPD basis) on a single C20H26N2O6S molecule.

```
! wB97M-V def2-TZVPD RIJCOSX def2/J DEFGRID3
* xyz 0 1
C -0.86948 1.66858 -3.40471
O -0.74497 0.33668 -2.96617
C 0.35306 -0.00533 -2.23962
C 1.40411 0.84857 -1.93400
C 2.47234 0.38355 -1.18138
C 2.52115 -0.91697 -0.70774
C 3.69025 -1.37775 0.12143
C 3.26659 -2.05027 1.43396
N 2.34131 -1.23782 2.18731
C 1.07081 -1.60807 2.39441
O 0.59215 -2.66517 2.02920
C 0.25385 -0.54532 3.14217
N 0.10894 0.66519 2.36237
C -0.89479 0.77201 1.39315
C -1.35668 2.01352 0.97958
C -2.29616 2.08069 -0.03244
C -2.83297 0.94602 -0.63226
O -3.74731 1.19886 -1.61324
C -4.13675 0.17648 -2.50569
C -2.41820 -0.31306 -0.15954
O -2.99794 -1.43731 -0.67806
C -2.69900 -2.68539 -0.09568
C -1.43940 -0.37473 0.82265
S 1.09031 1.95623 2.75009
C 1.65883 2.61392 1.16226
O 0.37828 2.97886 3.45314
O 2.23326 1.38098 3.41255
C 1.47092 -1.77082 -1.03516
C 0.40842 -1.32593 -1.79042
H -1.82164 1.72071 -3.92922
H -0.06182 1.94070 -4.09227
H -0.88776 2.36469 -2.56035
H 1.41194 1.87058 -2.27980
H 3.29096 1.05805 -0.97076
H 4.28713 -2.09581 -0.44761
H 4.32690 -0.51972 0.34799
H 4.15466 -2.25231 2.04131
H 2.75474 -2.99417 1.23534
H 2.64366 -0.34084 2.55183
H 0.77266 -0.27613 4.06369
H -0.73147 -0.95022 3.38870
H -1.01187 2.91127 1.46274
H -2.66001 3.03723 -0.37378
H -4.69321 0.68392 -3.29445
H -3.26861 -0.32925 -2.93233
H -4.78329 -0.55832 -2.02216
H -3.30469 -3.40770 -0.64172
H -1.64246 -2.94754 -0.19589
H -2.97342 -2.70788 0.96319
H -1.09332 -1.33761 1.14953
H 1.27010 3.61592 1.03962
H 1.31807 1.95950 0.37018
H 2.74026 2.62917 1.21136
H 1.48239 -2.79448 -0.69460
H -0.40080 -1.98596 -2.05872
*
```

SMILES	COc1ccc(CCNC(=O)CN(c2ccc(OC)c(OC)c2)S(C)(=O)=O)cc1
gap between HOMO and LUMO	0.3065	hartree


Record 8
ORCA calculation (the ωB97M-V functional and the def2-TZVPD basis) on a single C20H26N4O6S molecule.

```
! wB97M-V def2-TZVPD RIJCOSX def2/J DEFGRID3
* xyz 0 1
C 0.51953 5.90729 -3.47075
O 0.04290 5.26066 -2.31617
C 0.48688 3.99775 -2.05095
C 0.00754 3.41136 -0.88097
C 0.38572 2.13570 -0.52002
C 1.26175 1.39904 -1.31840
N 1.70658 0.11993 -0.95186
C 1.62389 -0.32060 0.41924
C 0.21123 -0.75385 0.82201
O -0.72191 -0.63479 0.03699
N 0.04706 -1.27216 2.04909
C 1.08668 -1.47015 3.02958
C 0.86366 -0.64625 4.30439
C -0.26736 -1.18867 5.17942
C -1.66858 -0.69218 4.80725
C -1.96098 -0.59563 3.30548
C -1.29067 -1.67288 2.44803
S 1.85733 -1.16003 -2.02144
O 2.12272 -0.66156 -3.34010
O 2.83177 -2.04293 -1.46985
C 0.25553 -1.97443 -2.04894
C -0.75861 -1.56902 -2.85201
C -0.71117 -0.40005 -3.76903
N -1.95132 -2.23163 -2.80696
C -2.23883 -3.28810 -1.96530
O -3.31242 -3.83440 -1.95750
N -1.19134 -3.64358 -1.15902
C 0.03962 -2.99735 -1.04437
O 0.78356 -3.29720 -0.14072
C 1.75889 1.99805 -2.47198
C 1.36814 3.27242 -2.84399
H 0.23847 5.36699 -4.38064
H 0.04686 6.88833 -3.47494
H 1.60699 6.03038 -3.44316
H -0.67020 3.97862 -0.26273
H -0.02007 1.71304 0.38312
H 1.98635 0.48010 1.07074
H 2.28726 -1.18670 0.47995
H 1.11260 -2.53491 3.28971
H 2.05120 -1.21485 2.59859
H 0.67257 0.39521 4.04256
H 1.79341 -0.67915 4.87553
H -0.08204 -0.90501 6.21761
H -0.24021 -2.27953 5.14211
H -1.82567 0.29621 5.24424
H -2.39254 -1.36569 5.27067
H -3.04104 -0.65057 3.16230
H -1.63954 0.37440 2.92178
H -1.86414 -1.81151 1.52914
H -1.23545 -2.62464 2.97903
H -1.36936 -0.54904 -4.62239
H 0.30675 -0.22709 -4.10478
H -1.04051 0.48434 -3.22236
H -2.72202 -1.90406 -3.37557
H -1.37463 -4.37528 -0.48086
H 2.45149 1.45474 -3.09047
H 1.77571 3.69094 -3.75032
*
```

SMILES	COc1ccc(N(CC(=O)N2CCCCCC2)S(=O)(=O)c2c(C)[nH]c(=O)[nH]c2=O)cc1
gap between HOMO and LUMO	0.3171	hartree


| no. | M (g mol⁻¹) | electronic energy (Ha) |
| --- | --- | --- |
| 1 | 544.02 | -2869.693095 |
| 2 | 700.40 | -2881.673581 |
| 3 | 403.46 | -1377.077354 |
| 4 | 413.22 | -2835.291638 |
| 5 | 358.44 | -1187.602486 |
| 6 | 358.44 | -1188.159511 |
| 7 | 422.50 | -1736.829541 |
| 8 | 450.52 | -1846.416460 |